Record 1
Below is a cluster of 26 separate species, C19H77IN2O29 in total, with properties calculated with the ωB97M-V functional and the def2-TZVPD basis.

Values from the calculation:
Frontier orbital gap, eV: 8.15
LUMO level, eV: -1.315
E_HOMO, Ha: -0.34799

Geometry as ORCA input:
```
! wB97M-V def2-TZVPD RIJCOSX def2/J DEFGRID3
* xyz 0 1
C 0.308 -0.943 1.240
O -3.931 8.357 6.456
C 1.180 -2.181 1.397
H -5.264 -4.264 -8.931
H -1.310 -3.218 -6.841
H -5.045 -0.637 5.570
H -2.889 -1.120 -0.277
H 1.824 -2.285 0.516
H 0.474 -4.769 -1.015
H 2.320 1.719 -4.031
H -1.587 0.213 -6.425
I 3.248 1.345 -0.733
H 0.761 -1.888 -1.244
H 4.226 -2.420 2.021
H -0.842 -5.968 -7.517
O 0.493 -3.698 5.174
O -3.650 -1.793 -8.310
O 0.428 -4.755 -5.993
O -1.905 5.272 6.008
O -3.107 2.795 -4.607
H -4.607 0.500 2.306
O -0.004 -3.977 -0.747
H -3.034 5.630 0.897
H 0.717 3.765 1.316
C -4.017 -0.321 2.744
H -1.408 -7.332 -7.872
H 7.897 3.997 -3.861
O -5.019 -4.730 -8.126
H 0.080 -0.473 -2.056
O 0.829 3.434 2.214
H 6.297 0.840 -0.083
C -0.432 -0.363 2.436
H 5.704 -0.577 6.141
H -0.589 -2.754 -9.725
H -1.198 2.701 3.895
H -2.506 3.060 2.757
C -1.899 1.033 1.021
H -2.305 9.572 7.520
O 2.056 2.638 -3.917
H 3.099 -3.701 1.515
H -5.479 -2.094 5.621
N -2.737 0.215 3.234
C 3.758 -3.940 3.559
H -2.306 -3.967 -5.979
H 4.871 -3.288 5.312
H -3.561 7.474 6.316
O 2.671 -0.784 -2.583
H 4.234 -0.532 5.767
H 2.935 -4.072 4.271
H 7.507 -4.000 2.044
C 2.141 -2.110 2.624
H 1.543 2.636 -3.101
C -3.832 -1.139 -0.848
H -5.178 0.375 -1.589
H 1.618 -2.407 3.552
O -2.111 -3.748 -6.896
H 5.412 -2.539 3.766
O 5.730 -1.929 -2.401
C 2.151 -0.264 -1.648
H 1.210 -4.206 -6.111
H 7.795 2.691 -3.089
C -2.290 2.736 3.779
O -2.546 0.209 -6.355
H -2.556 2.574 -3.849
H -2.660 3.443 4.530
O -1.654 9.788 8.199
H 4.962 -1.360 -2.287
H 7.013 2.165 0.125
H -0.321 -4.205 5.249
C 5.090 -3.464 4.253
C -3.584 1.432 -0.652
H -2.806 1.240 -1.409
H -1.590 -3.495 -8.849
H -1.062 10.410 7.766
C -1.771 0.358 2.185
H -4.522 8.247 7.209
O 7.988 3.631 -2.977
N -3.069 1.776 0.689
O -5.809 -1.201 5.756
H 8.795 -4.344 2.772
H -2.843 0.545 -7.208
H 0.267 -2.835 5.538
H -3.232 0.374 -4.415
H -2.497 2.794 -5.351
C 0.758 -0.789 -1.244
H -2.086 5.228 -0.221
O -0.036 -0.399 3.567
H -4.476 -1.940 -0.450
H -1.975 0.040 -3.626
H 3.988 -4.931 3.128
O 7.501 0.413 -2.704
H -1.100 5.808 6.016
C -2.894 1.369 4.071
C -4.559 0.234 -0.687
H -4.637 -0.755 3.538
O -2.611 4.863 0.499
H 6.671 0.544 -2.248
H -3.634 -1.345 -1.905
H -4.279 -4.227 -7.773
C -0.711 0.961 0.047
O -2.934 0.034 -3.556
H 0.550 -3.068 1.532
H -4.262 -1.880 -7.572
H -0.480 -4.248 0.044
O -1.388 -3.286 -9.768
H -4.138 2.319 -1.004
H -3.895 -1.081 1.961
H 5.898 -4.191 4.136
H 6.271 -1.475 -3.058
O -0.590 -6.826 -7.884
O -3.515 1.241 5.105
C 3.373 -3.031 2.350
H 8.147 0.389 -1.993
O 7.143 1.281 -0.234
C 0.145 -0.301 0.062
O -0.453 1.852 -0.723
O 5.114 -0.589 5.381
O -0.685 8.038 5.781
H 0.612 2.500 2.147
O 7.839 -4.333 2.884
H 0.755 -5.656 -6.111
H -3.292 -2.673 -8.417
H -5.254 0.215 0.161
H -2.044 5.044 6.933
H -0.155 8.571 5.181
H -1.508 8.528 5.872
H -2.764 2.748 0.631
H 2.522 -1.091 2.798
*
```

***

Record 2
Below is the ion C4H11N2O with charge +1, with properties calculated with the ωB97M-V functional and the def2-TZVPD basis.

Values from the calculation:
ΔE to the lowest compared entry with this formula, charge and spin, eV: 0.8768
Frontier orbital gap (alpha / beta), eV: 8.27 / 7.04
LUMO level (alpha / beta), eV: -2.865 / -7.084
E_HOMO (alpha / beta), Ha: -0.40909 / -0.51901

Geometry as ORCA input:
```
! wB97M-V def2-TZVPD RIJCOSX def2/J DEFGRID3
* xyz 1 3
C 2.299 0.332 -0.558
H -1.663 -0.809 -0.890
N -1.204 0.064 -0.510
H -0.482 -0.262 1.641
N 1.151 0.468 0.399
H -2.966 1.377 -0.535
H 3.007 -0.141 0.090
C 0.072 -0.374 0.587
O -0.502 -2.516 -0.375
C 0.255 -1.820 0.248
H 2.038 -0.238 -1.363
C -2.108 0.971 0.137
H -1.511 1.801 0.451
H -0.702 0.469 -1.205
H 1.076 -2.443 0.637
H -2.606 0.587 1.010
H 1.295 1.190 1.055
H 2.553 1.343 -0.819
*
```

***

Copy entry 2 word for word.
Below is the ion C4H11N2O with charge +1, with properties calculated with the ωB97M-V functional and the def2-TZVPD basis.

Values from the calculation:
ΔE to the lowest compared entry with this formula, charge and spin, eV: 0.8768
Frontier orbital gap (alpha / beta), eV: 8.27 / 7.04
LUMO level (alpha / beta), eV: -2.865 / -7.084
E_HOMO (alpha / beta), Ha: -0.40909 / -0.51901

Geometry as ORCA input:
```
! wB97M-V def2-TZVPD RIJCOSX def2/J DEFGRID3
* xyz 1 3
C 2.299 0.332 -0.558
H -1.663 -0.809 -0.890
N -1.204 0.064 -0.510
H -0.482 -0.262 1.641
N 1.151 0.468 0.399
H -2.966 1.377 -0.535
H 3.007 -0.141 0.090
C 0.072 -0.374 0.587
O -0.502 -2.516 -0.375
C 0.255 -1.820 0.248
H 2.038 -0.238 -1.363
C -2.108 0.971 0.137
H -1.511 1.801 0.451
H -0.702 0.469 -1.205
H 1.076 -2.443 0.637
H -2.606 0.587 1.010
H 1.295 1.190 1.055
H 2.553 1.343 -0.819
*
```